1.
Here is the molecule C3H9NS at a distorted geometry from the Open Molecules 2025 dataset. Energies are from the ωB97M-V functional and the def2-TZVPD basis.

Last column: natural (NBO) charge in e.
Geometry (Å):
H1 1.56785 -1.47206 2.16315  0.347
H2 -0.06608 -0.88065 -1.19146  0.223
H3 0.81938 0.58930 1.30530  0.160
H4 1.89421 -0.36593 0.22104  0.199
H5 -0.80017 1.98136 -0.10801  0.212
C1 -0.41353 1.25019 -0.83444  -0.538
H6 -2.45589 0.56832 -1.88702  0.114
C2 -0.35083 -0.24348 -0.32373  -0.412
H7 0.12082 -2.02420 1.88178  0.364
H8 0.54724 1.69912 -1.13519  0.223
N1 0.90328 -1.59742 1.39516  -0.861
S1 -1.38556 1.28134 -2.33415  -0.035
C3 0.91943 -0.29949 0.68214  -0.205
H9 -1.30016 -0.48640 0.16542  0.209

Forces on the atoms, in the same order (eV/Å):
H 0.0943 -0.4518 -0.3395
H -0.8155 0.2448 0.6632
H 0.2653 0.0142 0.3461
H -0.0378 0.7306 -0.7451
H -0.1254 -0.5837 0.0284
C -0.1706 -0.6357 0.2595
H 0.4472 0.3035 -0.0843
C 3.3839 1.7577 0.0382
H -0.7104 0.9271 -0.6380
H -0.0390 -0.6743 0.0874
N 1.4029 0.0272 1.2641
S -0.8703 0.1529 -0.6117
C -3.2075 -1.5512 -0.1653
H 0.3830 -0.2612 -0.1031

Results
HOMO-LUMO gap (eV): 9.90
E_LUMO (eV): 1.0
Maximum force (eV/Å): 3.813
SMILES: NCCCS

---

2.
Here is a cluster of 2 separate species, C3H3BrClFO in total at a distorted geometry from the Open Molecules 2025 dataset. Energies are from the ωB97M-V functional and the def2-TZVPD basis.

Last column: natural (NBO) charge in e.
Geometry (Å):
Cl1 4.48945 -1.21008 -0.81334  -0.023
Br1 2.92890 1.35095 -0.03672  -0.162
C1 3.14000 -0.69294 0.13354  0.020
C2 0.37610 -1.53012 0.18467  0.820
C3 -0.09049 -0.31323 -0.43106  -0.824
F1 3.41852 -0.81554 1.44509  -0.375
O1 0.32318 -2.57696 0.69661  -0.367
H1 0.67061 0.29372 -1.09889  0.337
H2 -1.05392 -0.47871 -1.02521  0.276
H3 -0.40433 0.34351 0.35518  0.298

Forces on the atoms, in the same order (eV/Å):
Cl 0.3726 -0.2573 -0.2487
Br -0.0127 -0.3496 -0.3166
C -2.0089 0.8186 0.4780
C 2.2170 -1.9917 0.6737
C -0.6796 1.0026 -2.4868
F 0.3226 -0.5263 0.2187
O -0.3771 2.6449 -1.2590
H -1.1522 -1.6120 1.5682
H 1.2331 -0.2119 0.6257
H 0.0851 0.4828 0.7468

Results
HOMO-LUMO gap (alpha / beta) (eV): 7.57 / 6.30
E_LUMO (alpha / beta) (eV): -0.5 / -1.2
Maximum force (eV/Å): 3.056

---

3.
Here is the molecule C23H34N4O2 from the Open Molecules 2025 dataset. Energies are from the ωB97M-V functional and the def2-TZVPD basis.

Last column: natural (NBO) charge in e.
Geometry (Å):
C1 5.47791 1.12361 4.30979  -0.247
C2 3.89258 3.95967 1.18404  -0.010
H1 3.79574 2.33429 4.83698  0.201
H2 6.43601 -0.06199 5.92442  0.223
N1 4.30925 2.71506 2.84517  -0.158
C3 -6.70458 -0.90911 -0.79138  -0.398
C4 0.20577 -0.56019 -0.81670  0.168
O1 2.46544 3.07948 -1.26418  -0.626
H3 -7.19693 -1.60591 -0.11006  0.205
H4 3.67117 -0.15683 4.52099  0.214
C5 -3.33610 -1.88624 -1.54446  -0.302
H5 3.69606 0.83187 2.11221  0.221
C6 5.50977 0.40695 5.62648  -0.409
H6 2.61337 1.05301 -2.82468  0.223
C7 4.69264 2.40011 4.21410  -0.206
H7 1.26453 -2.33030 -1.51800  0.203
H8 -4.24581 -0.21362 -2.79790  0.205
H9 -6.71710 -2.99619 -2.46258  0.202
C8 -0.01178 0.19814 0.49166  -0.622
C9 1.03350 -1.82380 -0.57853  -0.636
H10 0.67616 -1.02041 -3.55323  0.197
H11 1.97195 -1.58281 -0.07481  0.194
H12 0.94075 0.58354 0.85815  0.207
C10 3.53630 2.65257 0.79897  -0.263
H13 0.47168 1.38519 -1.69893  0.227
C11 2.33908 0.41373 -1.98335  -0.217
H14 -7.20568 0.02424 -2.71256  0.199
C12 -7.36482 -0.91875 -2.18903  -0.395
C13 4.75246 -0.18532 4.47300  -0.427
H15 -4.67420 -3.58915 -0.89324  0.205
H16 -0.45276 -0.44876 1.24630  0.241
H17 -3.14416 -2.42793 -2.47353  0.217
H18 -1.83924 0.51896 -2.79321  0.190
H19 6.38857 1.10642 3.72334  0.225
C14 0.18888 -0.10497 -3.20357  -0.397
N2 -1.09325 -0.92982 -1.43929  -0.461
C15 -6.33191 -1.98590 -2.61483  -0.399
H20 -8.41929 -1.18148 -2.25274  0.204
H21 -1.73201 -1.11839 -3.44922  0.206
C16 2.95462 2.26288 -0.50046  0.673
H22 -5.90018 -1.91638 -3.61475  0.199
H23 5.27433 3.25445 4.55567  0.235
H24 -6.57558 0.04930 -0.28716  0.203
N3 4.36362 3.98823 2.41683  -0.258
O2 -1.87157 -2.11631 0.32712  -0.647
C17 -4.48768 -2.52502 -0.74868  -0.385
H25 4.93515 0.82901 6.44017  0.216
H26 -4.36364 -2.32409 0.31580  0.230
C18 0.81927 0.36707 -1.89819  -0.235
H27 -4.07228 0.12327 -1.05746  0.209
H28 3.82573 4.85999 0.59649  0.225
C19 3.81971 1.88295 1.90962  -0.021
C20 -1.24308 -0.39945 -2.79315  -0.205
H29 0.47458 -2.50773 0.05643  0.251
H30 5.16253 -1.06106 3.99003  0.221
C21 -2.03773 -1.66457 -0.79817  0.702
N4 2.98003 0.93334 -0.79037  -0.620
H31 0.25549 0.63963 -3.99609  0.223
H32 2.74405 -0.57984 -2.17743  0.203
C22 -4.24994 -0.65756 -1.80153  -0.394
C23 -5.45574 -1.54303 -1.42306  -0.031
H33 -0.67499 1.04942 0.32614  0.211
H34 3.46333 0.30649 -0.17348  0.395

Forces on the atoms, in the same order (eV/Å):
C -0.0164 -0.0154 0.0059
C 0.0093 0.0025 0.0052
H -0.0003 0.0013 -0.0006
H -0.0005 0.0007 0.0028
N 0.0316 -0.0073 -0.0092
C 0.0040 0.0024 -0.0003
C -0.0001 -0.0007 0.0003
O 0.0040 0.0007 -0.0018
H -0.0008 -0.0006 -0.0007
H -0.0003 -0.0037 -0.0024
C 0.0031 -0.0057 -0.0009
H 0.0005 0.0004 0.0027
C -0.0034 0.0010 -0.0060
H -0.0010 0.0020 0.0015
C 0.0137 0.0153 -0.0020
H 0.0000 0.0002 -0.0004
H -0.0007 0.0003 0.0007
H -0.0009 0.0004 -0.0004
C -0.0007 -0.0010 0.0013
C -0.0011 0.0018 0.0015
H 0.0002 0.0010 -0.0017
H 0.0003 -0.0006 -0.0008
H -0.0003 0.0001 -0.0002
C 0.0006 0.0016 -0.0031
H 0.0013 -0.0001 0.0006
C -0.0002 -0.0042 0.0009
H 0.0002 0.0002 0.0006
C -0.0016 0.0012 -0.0004
C 0.0045 0.0053 0.0032
H -0.0002 0.0007 -0.0022
H -0.0001 -0.0001 -0.0005
H 0.0007 -0.0007 -0.0002
H -0.0005 -0.0015 -0.0010
H -0.0010 0.0040 -0.0017
C 0.0015 -0.0059 0.0030
N -0.0012 0.0004 -0.0011
C 0.0012 0.0003 0.0006
H 0.0003 -0.0006 0.0006
H 0.0004 -0.0016 0.0003
C -0.0113 -0.0001 0.0029
H 0.0000 -0.0016 -0.0002
H 0.0010 -0.0009 0.0003
H -0.0001 -0.0003 0.0007
N -0.0313 0.0011 0.0076
O 0.0024 -0.0021 -0.0027
C -0.0005 0.0027 -0.0002
H 0.0032 -0.0013 0.0028
H 0.0011 -0.0005 0.0004
C -0.0031 0.0019 -0.0028
H 0.0014 0.0004 0.0000
H -0.0011 -0.0023 -0.0035
C -0.0035 -0.0019 -0.0032
C 0.0022 0.0049 -0.0003
H -0.0006 -0.0007 -0.0002
H -0.0033 -0.0011 -0.0008
C -0.0038 0.0062 0.0075
N 0.0092 0.0007 -0.0022
H -0.0008 0.0010 0.0004
H 0.0012 0.0013 -0.0020
C -0.0022 0.0028 -0.0020
C -0.0029 -0.0051 0.0009
H 0.0008 0.0005 -0.0004
H -0.0037 0.0003 0.0025

Results
HOMO-LUMO gap (eV): 9.65
E_LUMO (eV): 0.6
Maximum force (eV/Å): 0.034
SMILES: CC1(C)[C@@H](CNC(=O)c2cnn(CC3CC3)c2)CCN1C(=O)C1CC2(CCC2)C1

---

no.,E_tot (a.u.)
1,-572.60757
2,-3325.27664
3,-1266.28867